DFT (wB97M-V/def2-TZVPD) results for C14H32AlNO5P as an isolated structure.

- Orbital gap: 7.609 eV
- Net charge: -1
- HOMO energy: -4.529 eV

Atoms and positions in Å:
1 C 5.5922 0.3500 1.8973
2 C 4.7164 0.1687 0.6461
3 C 3.7007 -0.9651 0.7835
4 N 3.0377 -1.3028 -0.4723
5 Al 1.1462 -1.2902 -0.5599
6 C 0.2815 -1.4330 1.2650
7 C -0.9264 -2.3406 1.3930
8 O -2.0974 -1.6249 0.9252
9 C -3.2443 -2.2716 0.6577
10 O -4.2906 -1.7758 0.9869
11 C -3.1696 -3.5580 -0.1337
12 C -2.4859 -3.3953 -1.4908
13 C 0.5376 0.4347 -1.4160
14 C -0.9671 0.3868 -1.7513
15 P -1.9652 1.8403 -1.4607
16 O -3.3127 1.7903 -2.0506
17 O -1.9396 2.0428 0.1317
18 C -3.1260 1.7707 0.9157
19 C -2.7153 1.4226 2.3404
20 O -1.1762 3.1351 -1.9751
21 C -0.1165 3.7881 -1.2593
22 C 1.1590 3.8263 -2.0982
23 H 6.6563 0.3881 1.6562
24 H 5.3445 1.2630 2.4416
25 H 5.4503 -0.4834 2.5906
26 H 5.3393 -0.0361 -0.2293
27 H 4.1615 1.0944 0.4654
28 H 2.9884 -0.6709 1.5712
29 H 4.2428 -1.8403 1.1793
30 H 3.3482 -0.6221 -1.1619
31 H 0.6208 -2.5565 -1.4597
32 H -0.0680 -0.4306 1.5536
33 H 0.9982 -1.7176 2.0447
34 H -1.1326 -2.6046 2.4397
35 H -0.8067 -3.2722 0.8308
36 H -2.6566 -4.3196 0.4595
37 H -4.2027 -3.8849 -0.2482
38 H -2.3498 -4.3715 -1.9586
39 H -1.4972 -2.9432 -1.3957
40 H -3.0950 -2.7797 -2.1545
41 H 0.7600 1.2291 -0.6946
42 H 1.1110 0.6326 -2.3268
43 H -1.1297 0.1449 -2.8054
44 H -1.4895 -0.3854 -1.1692
45 H -3.6773 0.9566 0.4461
46 H -3.7417 2.6711 0.8874
47 H -1.6287 1.4245 2.4188
48 H -3.0499 0.4204 2.6016
49 H -3.1341 2.1250 3.0630
50 H 0.0442 3.2885 -0.3066
51 H -0.4760 4.8000 -1.0604
52 H 1.9565 3.2389 -1.6441
53 H 0.9587 3.3937 -3.0775
54 H 1.5160 4.8488 -2.2316

These are the natural (NBO) partial charges, in e, on atoms 1 to 2: atom 1 (C): -0.612, atom 2 (C): -0.409

DFT (wB97M-V/def2-TZVPD) results for C42H37BrF4N4O4PbS2 as an isolated structure.

- Energy relative to the best compared isomer or geometry (same formula, charge and spin): 13.17 kcal/mol
- Orbital gap: 7.083 eV
- HOMO energy: -8.106 eV

Atoms and positions in Å:
1 Pb 0.3332 -0.3128 -0.0038
2 S -0.7693 1.8767 0.9991
3 C -1.9702 2.4983 -0.0896
4 C -2.3014 3.8579 0.0775
5 C -3.3254 4.4641 -0.6202
6 C -3.5911 5.8574 -0.4345
7 N -3.8011 6.9780 -0.2948
8 C -4.1055 3.7115 -1.5211
9 C -3.7789 2.3810 -1.7219
10 C -2.7147 1.7850 -1.0547
11 S -2.4171 0.0839 -1.4492
12 C -5.2116 4.2767 -2.2189
13 N -6.1108 4.6915 -2.8035
14 H -1.7212 4.4340 0.7845
15 H -4.3630 1.7836 -2.4087
16 C -5.6391 -0.5013 -5.7977
17 C -4.2667 0.1292 -6.0799
18 C -3.6981 -0.4059 -7.4031
19 C -4.4433 1.6430 -6.2031
20 C -3.3039 -0.2436 -4.9639
21 C -2.7059 0.6540 -4.1715
22 C -1.6652 0.2445 -3.2125
23 Br -0.2455 1.5728 -3.2047
24 C -1.1140 -1.1714 -3.3606
25 O -0.0056 -1.4414 -2.9489
26 C -2.0396 -2.1433 -3.9618
27 C -3.0177 -1.6516 -4.7499
28 C -1.8491 -3.6631 -3.8342
29 C -3.2158 -4.3067 -3.5459
30 C -1.2896 -4.1868 -5.1660
31 C -0.9106 -4.0836 -2.6964
32 H -6.3466 -0.2256 -6.5803
33 H -6.0262 -0.1445 -4.8419
34 H -5.5890 -1.5897 -5.7583
35 H -4.3663 -0.1426 -8.2242
36 H -3.5851 -1.4909 -7.3921
37 H -2.7200 0.0342 -7.6035
38 H -5.1367 1.8599 -7.0158
39 H -3.4954 2.1341 -6.4276
40 H -4.8565 2.0712 -5.2882
41 H -2.9093 1.7127 -4.2384
42 H -3.6512 -2.3536 -5.2765
43 H -3.9223 -4.1565 -4.3618
44 H -3.6457 -3.8855 -2.6353
45 H -3.0938 -5.3813 -3.4053
46 H -1.9920 -3.9948 -5.9787
47 H -1.1120 -5.2620 -5.1067
48 H -0.3482 -3.6899 -5.4042
49 H -1.2374 -3.6607 -1.7449
50 H 0.1121 -3.7707 -2.8743
51 H -0.9259 -5.1713 -2.6063
52 C 7.9418 1.4394 0.5339
53 C 7.5081 0.5683 1.7072
54 C 7.9820 1.1744 3.0223
55 C 7.6283 0.2452 4.1722
56 C 6.1509 -0.0393 4.1658
57 C 5.4995 -0.3774 5.3299
58 C 4.1278 -0.6031 5.3201
59 F 3.5213 -0.9211 6.4784
60 C 3.3946 -0.5038 4.1739
61 C 4.0319 -0.1675 2.9733
62 C 3.2184 -0.0826 1.7529
63 O 2.0038 -0.3916 1.8216
64 C 3.9386 0.3032 0.5876
65 C 5.2899 0.4879 0.6600
66 N 6.0404 0.3919 1.7687
67 C 5.4180 0.0678 2.9650
68 C 3.3525 0.5757 -0.8036
69 O 4.1273 0.5266 -1.7531
70 O 2.1187 0.9006 -0.8457
71 H 9.0038 1.6587 0.6322
72 H 7.3933 2.3822 0.5338
73 H 7.7951 0.9494 -0.4263
74 H 7.9575 -0.4254 1.5953
75 H 7.4986 2.1449 3.1631
76 H 9.0590 1.3326 2.9779
77 H 7.9125 0.6885 5.1269
78 H 8.1824 -0.6930 4.0706
79 H 6.0447 -0.4638 6.2610
80 H 2.3286 -0.6772 4.1672
81 H 5.7749 0.7125 -0.2771
82 F -1.4408 -5.0037 5.4073
83 C -2.4879 -4.4319 4.7872
84 F -3.2260 -3.8297 5.7370
85 F -3.2334 -5.4190 4.2677
86 C -2.0338 -3.4476 3.7425
87 C -2.4540 -3.5594 2.4273
88 C -1.9803 -2.6266 1.5187
89 N -1.1497 -1.6474 1.8558
90 C -0.7721 -1.5314 3.1265
91 C -1.1881 -2.4120 4.1115
92 H -3.1252 -4.3475 2.1199
93 H -2.2858 -2.6622 0.4790
94 H -0.1106 -0.7025 3.3481
95 H -0.8663 -2.3000 5.1375

These are the Mulliken partial charges, in e, on atoms 1 to 2: atom 1 (Pb): 1.365, atom 2 (S): -0.524

DFT (wB97M-V/def2-TZVPD) results for an isolated ion of composition C7H16N3 and charge +1 at a distorted geometry.

- Energy relative to the best compared isomer or geometry (same formula, charge and spin): 88.36 kcal/mol
- Orbital gap: 10.984 eV
- Net charge: +1
- HOMO energy: -13.691 eV
- SMILES string: C[C@@H]1N[C@H](C)[N@@H+]2N1C2(C)C

Atoms and positions in Å:
1 C -0.8205 -1.1598 0.2851
2 C -0.9670 1.1906 0.3207
3 C 1.3815 -0.0612 0.0038
4 C -1.4882 -2.4145 -0.2230
5 C -1.7772 2.2283 -0.4194
6 C 2.6129 -0.0217 -0.8780
7 C 1.6866 0.0158 1.4838
8 N -1.7659 -0.0831 0.3891
9 N 0.2513 -0.6800 -0.5397
10 N 0.2731 0.7195 -0.4916
11 H -0.2555 -1.3626 1.1876
12 H -0.4589 1.5515 1.2062
13 H -2.2116 -2.2150 -0.9879
14 H -1.9296 -2.9978 0.5352
15 H -0.6799 -3.0247 -0.7089
16 H -1.8862 1.8335 -1.4641
17 H -1.2716 3.1297 -0.6318
18 H -2.6643 2.3856 0.0679
19 H 2.5926 0.6366 -1.8100
20 H 2.8523 -0.9725 -1.2350
21 H 3.3544 0.3090 -0.2016
22 H 0.7414 0.1534 1.9326
23 H 2.4252 0.8048 1.7276
24 H 2.1539 -0.8726 2.0086
25 H -2.5720 -0.2628 -0.0855
26 H 0.4234 1.1697 -1.4719

These are the natural (NBO) partial charges, in e, on atoms 1 to 2: atom 1 (C): 0.083, atom 2 (C): 0.132

DFT (wB97M-V/def2-TZVPD) results for a 6-piece molecular cluster, C6H22N2O8 overall at a distorted geometry.

- Energy relative to the best compared isomer or geometry (same formula, charge and spin): 28.88 kcal/mol
- Orbital gap: 10.008 eV
- HOMO energy: -10.436 eV
- SMILES string: C[N+](=O)[O-].C[N+](=O)[O-].CO.CO.CO.CO

Atoms and positions in Å:
1 C 19.8146 1.4628 2.5813
2 O 19.7046 2.1792 3.7365
3 H 19.9936 2.1566 1.7599
4 H 20.5867 0.6935 2.5662
5 H 18.9446 0.8696 2.2996
6 H 20.5622 2.5322 3.9846
7 C 17.1011 5.6805 2.0657
8 O 16.5889 6.8857 1.6416
9 H 18.1517 5.4936 1.8436
10 H 16.9665 5.5950 3.1439
11 H 16.5039 4.8656 1.6566
12 H 16.5803 6.8045 0.6851
13 C 22.5840 7.2682 3.6897
14 O 23.6317 8.1786 3.3693
15 H 22.7303 6.9074 4.7078
16 H 21.5693 7.6448 3.5607
17 H 22.5719 6.3962 3.0357
18 H 23.6756 8.9250 3.9715
19 C 24.1117 -2.2630 1.9894
20 O 24.9498 -2.8190 2.9803
21 H 23.5966 -1.3616 2.3215
22 H 24.7104 -2.0504 1.1037
23 H 23.3283 -2.8835 1.5543
24 H 24.4737 -3.3676 3.6080
25 C 14.3868 1.4792 4.3076
26 N 13.4936 1.2376 3.2083
27 O 14.0526 1.0733 2.1334
28 O 12.2911 1.2870 3.4114
29 H 15.3600 1.0342 4.0999
30 H 14.0380 0.9275 5.1805
31 H 14.5347 2.5216 4.5899
32 C 23.9501 3.7787 8.8315
33 N 23.6671 2.7168 7.8683
34 O 22.9734 2.9619 6.9009
35 O 23.8193 1.5266 8.3111
36 H 24.8794 3.4604 9.3039
37 H 22.9984 3.7426 9.3616
38 H 24.2062 4.6653 8.2514

These are the natural (NBO) partial charges, in e, on atoms 1 to 2: atom 1 (C): -0.242, atom 2 (O): -0.717

DFT (wB97M-V/def2-TZVPD) results for a 2-piece molecular cluster, C4H13N2OS overall at a distorted geometry.

- Energy relative to the best compared isomer or geometry (same formula, charge and spin): 44.85 kcal/mol
- Orbital gap: 6.530 eV
- Net charge: -1
- HOMO energy: -2.793 eV

Atoms and positions in Å:
1 N -2.0844 0.5060 -0.1261
2 C -0.6889 0.1666 -0.1560
3 C -0.3178 -1.2336 -0.3122
4 S -0.2765 -1.5131 -2.1383
5 C 0.0909 0.5977 1.1280
6 N 0.9636 1.7454 0.8590
7 C 0.2894 3.0134 0.7620
8 H -2.5482 0.0679 -1.0134
9 H -2.6017 0.0504 0.6721
10 H -0.3408 0.8195 -0.8635
11 H 0.6835 -1.4801 -0.0228
12 H -1.1005 -1.7922 0.3199
13 H 0.7119 -0.1209 1.6530
14 H -0.7494 0.7232 1.9103
15 H 1.4425 1.5308 -0.0511
16 H -0.3288 3.1125 -0.1198
17 H 1.1368 3.7809 0.6881
18 H -0.1484 3.2633 1.7142
19 H 1.7718 -4.3288 -2.3569
20 H 1.8325 -4.1482 -1.0051
21 O 2.2626 -4.7607 -1.5413

These are the natural (NBO) partial charges, in e, on atoms 1 to 2: atom 1 (N): -0.853, atom 2 (C): -0.108

DFT (wB97M-V/def2-TZVPD) results for one molecule with the formula C2H3F2NO2 at a distorted geometry.

- Energy relative to the best compared isomer or geometry (same formula, charge and spin): 39.40 kcal/mol
- Orbital gap: 11.553 eV
- HOMO energy: -11.706 eV
- SMILES string: CC(F)(F)[N+](=O)[O-]

Atoms and positions in Å:
1 C -1.1622 0.0674 -0.2777
2 C 0.1854 0.5124 0.2293
3 N 1.2501 -0.6502 0.2256
4 O 0.9515 -1.4975 -0.5954
5 O 2.1973 -0.6456 0.9561
6 F 0.7069 1.4427 -0.6453
7 F 0.2515 1.0811 1.4192
8 H -1.9320 0.8458 -0.3966
9 H -0.9451 -0.4807 -1.2197
10 H -1.5032 -0.6755 0.3045

These are the natural (NBO) partial charges, in e, on atoms 1 to 2: atom 1 (C): -0.694, atom 2 (C): 0.770

DFT (wB97M-V/def2-TZVPD) results for a 2-piece molecular cluster, C4H10OS overall at a distorted geometry.

- Energy relative to the best compared isomer or geometry (same formula, charge and spin): 57.05 kcal/mol
- Orbital gap: 9.463 eV
- HOMO energy: -8.682 eV
- SMILES string: C=CO.CCS

Atoms and positions in Å:
1 C -2.1553 1.3793 0.0241
2 C -1.4968 0.5518 -1.0726
3 S -1.8230 -1.2177 -0.7966
4 H -3.2353 1.1913 0.0277
5 H -2.0678 2.4419 -0.1047
6 H -1.8312 0.9996 0.9918
7 H -1.8300 0.6639 -2.1029
8 H -0.4395 0.8316 -1.0649
9 H -2.4047 -1.2566 0.4076
10 C 3.0315 -0.7701 -0.2338
11 C 1.9309 -0.8147 0.5267
12 O 1.8959 -1.1937 1.8364
13 H 3.3242 0.0294 -0.8967
14 H 3.5929 -1.7041 -0.2265
15 H 0.9601 -0.3720 0.2928
16 H 2.5484 -0.7598 2.3918

These are the natural (NBO) partial charges, in e, on atoms 1 to 2: atom 1 (C): -0.617, atom 2 (C): -0.508

DFT (wB97M-V/def2-TZVPD) results for one molecule with the formula C14H16BrN5O2S.

- Orbital gap: 8.751 eV
- HOMO energy: -8.070 eV
- SMILES string: COc1ccccc1NC(=S)NNC(=O)c1nn(C)c(C)c1Br

Atoms and positions in Å:
1 C -2.3625 1.8117 1.5336
2 H -2.6481 2.5460 0.7763
3 O -2.5075 0.4912 1.0516
4 C -3.6979 0.0997 0.5042
5 C -4.8382 0.8930 0.5230
6 C -6.0358 0.4420 -0.0029
7 C -6.1131 -0.8237 -0.5518
8 C -4.9856 -1.6203 -0.5802
9 C -3.7618 -1.1807 -0.0785
10 N -2.7093 -2.1042 -0.1281
11 C -1.3696 -2.0134 -0.3330
12 N -0.7880 -0.8137 -0.5183
13 N 0.5971 -0.7339 -0.5541
14 C 1.1860 0.4237 -0.1720
15 O 0.5268 1.3995 0.1434
16 C 2.6617 0.4036 -0.2178
17 N 3.3427 1.4893 -0.5545
18 N 4.6281 1.1874 -0.4722
19 C 4.8344 -0.0871 -0.0726
20 C 3.5718 -0.6295 0.0980
21 Br 3.2178 -2.3837 0.7014
22 C 6.1793 -0.6803 0.1091
23 H 6.7399 -0.6557 -0.8252
24 H 6.7449 -0.1286 0.8599
25 H 6.0832 -1.7133 0.4325
26 C 5.6223 2.1684 -0.7939
27 H 6.2652 2.3594 0.0669
28 H 6.2375 1.8323 -1.6303
29 H 5.0994 3.0817 -1.0685
30 H 1.0405 -1.6464 -0.6620
31 H -1.2049 0.0335 -0.1220
32 S -0.4969 -3.4223 -0.4809
33 H -3.0239 -3.0642 -0.2118
34 H -5.0398 -2.6113 -1.0075
35 H -7.0429 -1.1918 -0.9557
36 H -6.9049 1.0802 0.0303
37 H -4.8003 1.8720 0.9723
38 H -1.3004 1.9232 1.7467
39 H -2.9472 1.9663 2.4444

These are the natural (NBO) partial charges, in e, on atoms 1 to 2: atom 1 (C): -0.259, atom 2 (H): 0.183